No. 1
DFT (the ωB97M-V functional and the def2-TZVPD basis) results for a molecular structure, C19H26N6O4S6SbTc.

ORCA input file:
```
! RIJCOSX wB97M-V def2-TZVPD def2/J DEFGRID3
* xyz 2 1
H -1.3183 -2.7345 7.2927
C 1.7597 3.8046 -2.4205
H 5.7045 2.2995 -2.0907
S 0.4937 -2.0245 -2.4490
H 1.1583 -4.6423 -6.5691
Sb -6.8099 -0.5509 -0.0593
C 1.3778 -0.7802 5.2999
S -2.4526 -2.1801 -0.2981
H 1.5884 1.3601 4.7076
H -2.9543 1.4664 -2.6688
C 1.8986 0.2148 2.8304
N -0.4754 0.9063 2.6862
C 4.1706 3.4145 -1.9457
H 3.0730 0.4003 4.6270
H 2.2803 1.1248 2.3962
C 0.4133 3.1118 -2.2973
H -2.7542 -3.0772 -5.8839
H -1.3236 0.7046 2.1141
C -1.9036 3.3375 -2.3729
O -0.3228 0.0971 0.0415
N -2.2528 -0.8838 5.9420
H 2.5811 -0.5579 2.4947
S -2.3322 -1.4636 -3.4608
H 1.8958 -3.6288 -4.4182
N -0.7094 -2.3578 6.5797
O 1.8146 4.9409 -2.8570
H -0.3873 0.0338 4.5351
H -2.4894 0.0198 5.5283
H -3.0264 -1.5101 6.0756
C -1.9920 1.9763 -2.4773
C -1.7042 -3.0691 -5.5882
S -5.8740 -1.0634 1.8854
C 0.3046 1.7567 -2.2498
H 1.6956 -1.8028 4.9636
N -0.0434 -0.6091 5.2833
H 4.4161 3.9922 -2.8050
O 1.1309 -1.5524 0.5014
H 2.5827 2.1537 -1.4908
C 2.0363 0.2665 4.3553
N -0.9106 1.1793 -2.3573
C 0.4490 -4.1075 -5.9214
C -0.6826 3.9362 -2.3630
C 0.5330 -0.1087 2.2620
H 0.3144 -1.0419 2.7842
S -4.9272 -0.3434 -1.7050
C -0.0165 -2.7082 -3.9967
H -0.1661 1.8081 2.3220
C -1.2748 -2.4522 -4.4158
C 0.4826 -0.5724 0.8241
H -2.7105 3.9234 -2.2440
H 1.0834 0.9678 -2.0714
O 4.8353 2.2220 -1.7288
S -3.3559 -0.3766 -0.4341
Tc -1.2084 -0.8715 -1.6791
H -0.4383 4.9603 -2.3747
C 0.8772 -3.4724 -4.8069
C -0.8643 -3.8811 -6.3376
H -1.2173 -4.4131 -7.1766
N 2.7498 3.0786 -1.9028
C -0.9896 -1.2867 5.8961
H 4.3071 4.1576 -1.1035
H 0.0993 -2.9127 6.4657
H 1.7815 -0.5786 6.3271
*
```

Energy (Eh): -4078.865705
HOMO-LUMO gap (spin up / spin down) (eV): 6.0 / 6.4
Energy above the lowest of the compared OMol25 structures with the same formula, charge and spin (kcal per mole): 25.69

Let us look at the natural (NBO) charges, expressed in e, one per atom: atom 1 (H): 0.425, atom 2 (C): 0.660, atom 3 (H): 0.494, atom 4 (S): 0.489, atom 5 (H): 0.251, atom 6 (Sb): 1.064, atom 7 (C): -0.247, atom 8 (S): 0.072, atom 9 (H): 0.203, atom 10 (H): 0.222, atom 11 (C): -0.412, atom 12 (N): -0.852, atom 13 (C): 0.102, atom 14 (H): 0.248, atom 15 (H): 0.218, atom 16 (C): -0.155, atom 17 (H): 0.241, atom 18 (H): 0.378, atom 19 (C): -0.221, atom 20 (O): -0.784, atom 21 (N): -0.767, atom 22 (H): 0.239, atom 23 (S): 0.434, atom 24 (H): 0.242, atom 25 (N): -0.759, atom 26 (O): -0.588, atom 27 (H): 0.457, atom 28 (H): 0.422, atom 29 (H): 0.426, atom 30 (C): 0.073, atom 31 (C): -0.184, atom 32 (S): -0.586, atom 33 (C): 0.080, atom 34 (H): 0.204, atom 35 (N): -0.586, atom 36 (H): 0.194, atom 37 (O): -0.639, atom 38 (H): 0.407, atom 39 (C): -0.394, atom 40 (N): -0.466, atom 41 (C): -0.173, atom 42 (C): -0.073, atom 43 (C): -0.168, atom 44 (H): 0.200, atom 45 (S): -0.351, atom 46 (C): -0.233, atom 47 (H): 0.375, atom 48 (C): -0.233, atom 49 (C): 0.784, atom 50 (H): 0.234, atom 51 (H): 0.231, atom 52 (O): -0.707, atom 53 (S): 0.162, atom 54 (Tc): 0.267, atom 55 (H): 0.272, atom 56 (C): -0.162, atom 57 (C): -0.145, atom 58 (H): 0.239, atom 59 (N): -0.607, atom 60 (C): 0.672, atom 61 (H): 0.155, atom 62 (H): 0.422, atom 63 (H): 0.236

***

No. 2
DFT (the ωB97M-V functional and the def2-TZVPD basis) results for a molecular structure, C19H26N7S2Sr.

ORCA input file:
```
! RIJCOSX wB97M-V def2-TZVPD def2/J DEFGRID3
* xyz 1 1
H -1.4470 -3.6429 2.8457
H 2.4961 -0.2415 0.5707
C 0.1639 -2.8618 -2.4712
H 0.3880 3.2657 1.0137
C 1.7329 0.2396 1.2483
H -3.0387 -2.9089 1.1534
H 2.9723 -4.7036 -2.5925
H 1.6191 1.8072 0.0823
H 3.5715 0.1347 -2.9312
H -3.4994 -1.5261 -0.6956
C 2.3316 -3.8287 -2.6615
H -1.8729 -3.1189 -0.1994
N 2.3837 2.0808 -1.9532
C -1.0086 -2.1978 1.3675
H 0.3828 -3.0982 4.2311
C -2.2363 -2.4498 0.5494
S -0.1859 3.1458 -2.3317
H -4.1015 -0.7777 1.6103
C -1.3093 2.0655 1.6230
C -3.3853 1.0776 0.6683
N 1.8038 0.8397 -2.2120
H -2.4295 -0.3790 1.7931
H 0.4371 -4.9141 -2.6724
C 1.5002 3.0819 -1.7996
H -3.8036 1.5043 1.5993
H -4.0111 1.2897 -0.1494
N 0.9456 1.2309 0.5431
C -3.2434 -0.3815 1.0178
H 0.0875 5.1831 -0.6653
H 3.8857 -2.3214 -3.0004
N -0.1467 -1.2604 1.0188
C -0.8255 -2.8219 2.5766
H -1.6834 2.8992 2.1872
N -2.7478 -1.2419 -0.1159
H -1.5355 1.2834 2.2692
C 2.5545 -0.1069 -2.6531
H 1.3619 6.4618 -0.4626
N -2.1118 1.8172 0.4528
C 0.9129 -0.9186 1.7396
C 2.8682 -2.5367 -2.8047
H 1.8882 -1.0990 3.6330
H -0.9219 -2.9438 -2.3473
C 0.2380 -2.4723 3.3713
S 2.3377 4.4134 -1.0472
H 0.7647 5.8598 -2.1266
C 1.0090 5.6448 -1.0892
C 2.0037 -1.4625 -2.6685
C 0.2238 2.2345 1.4273
H -2.3287 2.7059 -0.0343
C 0.9861 -3.9974 -2.5682
C 1.1129 -1.4982 2.9460
Sr -0.6213 0.2495 -1.2115
H 2.2046 0.6282 2.1208
H 0.6669 2.2047 2.4105
N 0.6604 -1.6374 -2.6057
*
```

Energy (Eh): -1949.852085
HOMO-LUMO gap (eV): 7.2

Let us look at the natural (NBO) charges, expressed in e, one per atom: atom 1 (H): 0.225, atom 2 (H): 0.234, atom 3 (C): 0.054, atom 4 (H): 0.228, atom 5 (C): -0.258, atom 6 (H): 0.207, atom 7 (H): 0.237, atom 8 (H): 0.417, atom 9 (H): 0.206, atom 10 (H): 0.381, atom 11 (C): -0.138, atom 12 (H): 0.219, atom 13 (N): -0.464, atom 14 (C): 0.224, atom 15 (H): 0.236, atom 16 (C): -0.268, atom 17 (S): -0.450, atom 18 (H): 0.217, atom 19 (C): -0.239, atom 20 (C): -0.235, atom 21 (N): -0.312, atom 22 (H): 0.207, atom 23 (H): 0.235, atom 24 (C): -0.089, atom 25 (H): 0.191, atom 26 (H): 0.212, atom 27 (N): -0.713, atom 28 (C): -0.262, atom 29 (H): 0.230, atom 30 (H): 0.234, atom 31 (N): -0.549, atom 32 (C): -0.247, atom 33 (H): 0.199, atom 34 (N): -0.675, atom 35 (H): 0.185, atom 36 (C): 0.008, atom 37 (H): 0.235, atom 38 (N): -0.695, atom 39 (C): 0.222, atom 40 (C): -0.209, atom 41 (H): 0.234, atom 42 (H): 0.187, atom 43 (C): -0.132, atom 44 (S): 0.321, atom 45 (H): 0.243, atom 46 (C): -0.753, atom 47 (C): 0.156, atom 48 (C): -0.235, atom 49 (H): 0.400, atom 50 (C): -0.261, atom 51 (C): -0.244, atom 52 (Sr): 1.780, atom 53 (H): 0.199, atom 54 (H): 0.197, atom 55 (N): -0.532

***

No. 3
DFT (the ωB97M-V functional and the def2-TZVPD basis) results for a single C19H26O2 molecule.

ORCA input file:
```
! RIJCOSX wB97M-V def2-TZVPD def2/J DEFGRID3
* xyz 0 1
C 0.0844 2.0326 -3.1863
C 0.1593 1.9740 -1.6348
H 1.1993 0.1777 4.1916
C 0.4295 0.5204 -1.0916
H 0.5594 -0.9469 -2.6071
C 0.7685 -0.8453 0.9350
H 2.1486 2.7007 -1.5623
H -0.7859 2.2691 -1.2461
H -0.4665 0.5147 -4.6683
H 1.8366 -0.7729 0.6713
H -0.5783 -1.7271 4.0509
C 0.5269 1.5245 2.6126
C 0.2564 -2.1104 0.1572
H -1.8823 -0.8907 -3.3373
H 0.9589 3.9119 -1.1646
H -1.0394 0.2627 0.5302
C 1.2731 0.2886 3.0949
O -0.0449 2.2763 3.3759
H 1.3434 -1.8067 2.7277
C -1.3615 -2.4946 2.2128
C -0.6966 -1.3439 3.0394
C 1.2273 2.8616 -1.0211
H -1.0227 -3.8406 0.5421
C 0.2749 1.7764 1.1547
H -2.0513 0.3533 -2.0900
H 1.0374 1.8362 -3.6729
H -1.7432 -3.3168 2.8654
C 0.0293 0.4309 0.4022
C -0.6525 -1.7636 -1.0441
C 0.6874 -0.9607 2.4674
H -0.6494 2.3703 1.0989
H 0.3396 -3.6970 1.6318
H 2.3264 0.3699 2.7846
C -1.3402 -0.0904 -2.7729
H -1.4227 -0.5460 3.0699
C 1.3895 2.5721 0.4781
H 1.5140 0.3554 -1.1832
H -1.5996 -1.5105 -0.5794
H -2.2161 -2.0129 1.7469
H -0.8029 -2.6239 -1.6902
C -0.2020 -0.5910 -1.9210
H 1.1064 -2.6745 -0.2676
C -0.8830 0.9859 -3.7559
H -0.2647 3.0404 -3.4727
H -1.7813 1.4878 -4.0719
O 2.4459 2.7871 1.0687
C -0.4353 -3.1137 1.1313
*
```

Structure (SMILES): O=C1C[C@H]2CCC[C@@H]3C[C@@H]4CCC[C@@H]5CC(=O)[C@@H]1[C@@H]([C@H]23)[C@@H]54
Energy (Eh): -890.083253
HOMO-LUMO gap (eV): 9.9
Energy above the lowest of the compared OMol25 structures with the same formula, charge and spin (kcal per mole): 0.00

Let us look at the natural (NBO) charges, expressed in e, one per atom: atom 1 (C): -0.401, atom 2 (C): -0.209, atom 3 (H): 0.235, atom 4 (C): -0.198, atom 5 (H): 0.194, atom 6 (C): -0.203, atom 7 (H): 0.232, atom 8 (H): 0.192, atom 9 (H): 0.200, atom 10 (H): 0.210, atom 11 (H): 0.211, atom 12 (C): 0.623, atom 13 (C): -0.197, atom 14 (H): 0.214, atom 15 (H): 0.237, atom 16 (H): 0.209, atom 17 (C): -0.498, atom 18 (O): -0.536, atom 19 (H): 0.209, atom 20 (C): -0.399, atom 21 (C): -0.417, atom 22 (C): -0.497, atom 23 (H): 0.212, atom 24 (C): -0.443, atom 25 (H): 0.187, atom 26 (H): 0.204, atom 27 (H): 0.212, atom 28 (C): -0.193, atom 29 (C): -0.397, atom 30 (C): -0.200, atom 31 (H): 0.253, atom 32 (H): 0.201, atom 33 (H): 0.239, atom 34 (C): -0.377, atom 35 (H): 0.206, atom 36 (C): 0.625, atom 37 (H): 0.201, atom 38 (H): 0.189, atom 39 (H): 0.194, atom 40 (H): 0.216, atom 41 (C): -0.217, atom 42 (H): 0.202, atom 43 (C): -0.399, atom 44 (H): 0.212, atom 45 (H): 0.204, atom 46 (O): -0.540, atom 47 (C): -0.401

***

No. 4
DFT (the ωB97M-V functional and the def2-TZVPD basis) results for a single C19H27ClN6O2 molecule.

ORCA input file:
```
! RIJCOSX wB97M-V def2-TZVPD def2/J DEFGRID3
* xyz 0 1
H 2.7286 -3.1747 0.7981
H -3.3693 1.8004 4.8911
H -3.3362 3.1968 3.8126
H -1.2591 -2.3100 2.7196
C 4.3165 -1.6716 -1.7549
H -1.5940 -2.9546 -2.2905
C -0.0136 0.4661 -1.9058
N 0.7207 -2.5131 0.8611
H -1.8566 2.6737 4.6233
C 1.2898 -3.8243 -0.7958
H 5.1336 -1.4517 -2.4421
C -1.0766 -3.8369 -1.9129
C 3.0033 -1.5138 -2.4539
C 0.7136 -1.7111 2.0774
C 1.7561 -3.1922 0.3340
Cl -0.8053 -1.1306 -4.6121
H -2.0548 1.1644 0.1321
C -0.1795 2.1431 -0.1455
H -0.6440 2.4673 2.4893
C 0.3898 -0.2308 1.8331
H -0.7447 2.8913 -0.7042
C -0.0665 -3.4551 -0.8812
H -4.2884 1.7387 1.8506
O -1.2118 0.4404 -2.1241
H -2.0645 3.0514 1.6247
H 1.5469 1.1054 -0.8309
C -1.5495 2.1472 1.9713
C -3.7395 0.9095 2.3066
H -0.2246 -1.6753 4.0140
C -2.7703 2.3210 4.1419
C 1.6326 -2.1244 -4.1446
N -0.6535 0.0118 1.0249
C -2.4546 1.4114 2.9586
O 1.0445 0.6340 2.3980
H -4.3940 0.4461 3.0470
N 2.1316 -0.6441 -1.9655
N 2.7937 -2.2708 -3.5357
C 0.6494 -1.2454 -3.6991
H -1.9003 0.5459 3.3376
H 1.4496 -2.7206 -5.0321
H 4.3726 -1.0110 -0.8939
N -0.3996 -2.6673 0.1340
C -1.1645 1.3422 0.7323
H 1.8454 -4.4563 -1.4678
H -1.8252 -4.5107 -1.4944
H -3.5454 0.1687 1.5294
H 1.7338 -1.7226 2.4566
H 0.5382 2.6598 0.4900
H -1.0640 -0.7830 0.5492
H 4.4363 -2.7068 -1.4328
H 0.0497 -3.3069 3.3743
H -0.5960 -4.3418 -2.7501
N 0.5880 1.3211 -1.0583
C 0.9458 -0.5073 -2.5647
C -0.2439 -2.2900 3.1142
*
```

Structure (SMILES): Cc1ccn([C@H](C)C(=O)N[C@H](CNC(=O)c2nc(C)ncc2Cl)CC(C)C)n1
Energy (Eh): -1679.490847
HOMO-LUMO gap (eV): 9.1
Energy above the lowest of the compared OMol25 structures with the same formula, charge and spin (kcal per mole): 0.21

Let us look at the natural (NBO) charges, expressed in e, one per atom: atom 1 (H): 0.221, atom 2 (H): 0.207, atom 3 (H): 0.199, atom 4 (H): 0.227, atom 5 (C): -0.654, atom 6 (H): 0.238, atom 7 (C): 0.642, atom 8 (N): -0.161, atom 9 (H): 0.211, atom 10 (C): -0.355, atom 11 (H): 0.237, atom 12 (C): -0.645, atom 13 (C): 0.434, atom 14 (C): -0.121, atom 15 (C): -0.025, atom 16 (Cl): 0.060, atom 17 (H): 0.228, atom 18 (C): -0.225, atom 19 (H): 0.228, atom 20 (C): 0.681, atom 21 (H): 0.211, atom 22 (C): 0.153, atom 23 (H): 0.201, atom 24 (O): -0.613, atom 25 (H): 0.202, atom 26 (H): 0.428, atom 27 (C): -0.398, atom 28 (C): -0.609, atom 29 (H): 0.226, atom 30 (C): -0.598, atom 31 (C): 0.074, atom 32 (N): -0.640, atom 33 (C): -0.217, atom 34 (O): -0.646, atom 35 (H): 0.210, atom 36 (N): -0.466, atom 37 (N): -0.438, atom 38 (C): -0.105, atom 39 (H): 0.195, atom 40 (H): 0.210, atom 41 (H): 0.229, atom 42 (N): -0.323, atom 43 (C): -0.063, atom 44 (H): 0.234, atom 45 (H): 0.228, atom 46 (H): 0.207, atom 47 (H): 0.231, atom 48 (H): 0.218, atom 49 (H): 0.444, atom 50 (H): 0.231, atom 51 (H): 0.219, atom 52 (H): 0.217, atom 53 (N): -0.595, atom 54 (C): 0.123, atom 55 (C): -0.609

***

Looking at max |F| for the records above, in order, we have 4.318, 2.698, 2.155, 0.308 eV/Å.